No. 1
C34H41BGeN13O4SeTi | wB97M-V/def2-TZVPD

## Properties
* energy above the lowest of the compared OMol25 structures with the same formula, charge and spin: 62.3 kcal/mol
* spin multiplicity: 2
* highest occupied orbital energy (alpha / beta): -5.6 / -5.6 eV
* net charge: 0
* electronic energy: -7685.79627 Eh

XYZ file:
```
96
Properties=species:S:1:pos:R:3:mulliken_spin:R:1
C 3.61528 -1.38083 1.66364 -0.02
C 0.10990 -0.13095 3.72979 0.00
H 0.66548 6.08529 -5.60887 0.00
H 5.81316 -1.02186 -0.60515 0.02
H 3.21895 2.51651 1.61036 0.00
H -0.91040 5.65426 -6.26910 0.00
H 2.82267 2.11838 -3.41956 0.00
O 1.45663 -0.75938 -3.21858 0.00
H 7.47635 -6.38066 -3.07110 0.00
C -3.20039 -3.08002 0.75974 0.00
N 6.01250 -0.96060 1.93177 0.19
N -1.86534 -0.70191 3.09067 0.00
C -2.44500 -3.71152 -0.21041 0.00
N -0.76070 -0.69921 -2.94337 0.00
C 2.41923 -3.46504 1.79190 0.00
H -1.99217 0.82321 -2.54660 0.00
H -6.96337 -0.42481 4.51629 0.00
C 6.10349 -2.06213 -0.66703 0.14
C 2.37439 -0.76645 1.34265 0.00
C 2.73412 1.99014 -2.34340 0.00
H -0.54387 -2.95566 -1.12387 0.00
C 6.45706 -6.03926 -3.27656 0.00
H 0.62726 1.75162 -5.01486 0.00
N -4.38247 -0.95456 2.60399 0.00
H -2.63889 -4.66065 -0.67575 0.00
N -1.80126 -0.11890 -2.22030 0.00
H 0.34510 4.84864 -2.02525 0.00
C -0.54789 -0.62394 4.85991 0.00
C 0.30518 2.62848 -5.57819 0.00
H 1.10335 0.28206 3.65613 0.00
C 6.49142 -2.73841 0.51614 -0.06
Ti -0.15656 -0.18539 0.49730 -0.02
H 3.42769 2.63830 -1.81222 0.00
C 2.23780 0.63987 1.25712 0.00
H -0.81179 6.56512 -4.76257 0.00
C 3.35331 1.44160 1.59921 0.01
H -7.42731 -1.65017 2.11629 0.00
C -3.85520 1.53445 1.24105 0.00
H 7.13342 -5.78089 -0.84350 0.00
N -1.47400 -1.77806 0.33954 0.00
C 6.88588 -4.08246 0.41085 0.18
H -2.17732 2.77644 -3.11510 0.00
H 0.31802 -3.34963 1.43235 0.00
H -1.30434 2.76064 -0.36131 0.00
C -6.48749 -1.31015 2.51877 0.00
H -2.63593 -0.68568 -2.30611 0.00
H -0.48740 2.33125 -6.26517 0.00
C -6.24874 -0.67479 3.75255 0.00
C 6.84187 -4.74026 -0.80326 -0.07
H 1.80040 4.46742 -2.93422 0.00
C -2.05612 2.20908 0.17719 0.00
H 2.38911 -4.52768 1.98439 0.00
N -2.60257 -1.91717 1.06565 0.00
H 4.53818 -3.26462 2.11900 0.01
B -2.99349 -0.78344 2.03517 0.00
N 6.45063 -2.16699 1.74733 0.48
C 0.54018 -0.61475 -2.43764 0.00
H -4.26662 0.02711 4.48754 0.00
N 1.21041 -1.49526 1.21569 0.00
N -2.93027 0.55978 1.25716 0.00
N -0.68825 -0.18875 2.67154 0.00
C 6.43788 -4.06844 -1.95557 0.16
O 6.34763 -4.63553 -3.18925 0.02
C -0.34391 5.77216 -5.34479 0.00
H -0.16711 -0.70207 5.86196 0.00
H 1.14584 2.98796 -6.17119 0.00
C -3.33585 2.61218 0.55291 0.00
H -2.62212 -1.43629 4.92924 0.00
C 6.09110 -2.71595 -1.87335 -0.10
N -5.37093 -1.46178 1.83429 0.00
C -1.79996 -0.98309 4.40358 0.00
H 5.76695 -6.53305 -2.58574 0.00
C 1.25326 -2.80593 1.47479 0.00
O 0.67616 -0.44276 -1.14022 0.00
H 7.19368 -4.60591 1.30639 0.01
H 6.19141 -6.29813 -4.29877 0.00
H -2.85156 3.47462 -4.59476 0.00
H 2.90948 0.94952 -2.08392 0.00
H -4.80753 1.40869 1.72668 0.00
Ge -0.33755 4.04663 -4.36833 0.00
N -1.82550 0.96848 0.60350 0.00
C -2.18007 3.65849 -3.75672 0.00
H -0.78776 -0.61806 -3.94929 0.00
H -4.11439 -3.38109 1.23304 0.00
C 4.78451 -0.52063 1.83511 0.04
H -3.80568 3.55806 0.35378 0.00
H 5.80212 -2.20251 -2.78114 0.00
C -1.37025 -2.85499 -0.43954 0.00
C 0.78167 4.14104 -2.73066 0.00
C -4.89592 -0.45524 3.75977 0.00
C 4.56568 0.88963 1.89187 0.00
H 5.41532 1.51748 2.12024 0.00
C 3.62136 -2.75704 1.85958 0.02
Se 0.92038 2.39166 -1.79533 0.00
H -2.57920 4.49285 -3.17931 0.00
O 1.04351 1.14618 0.96062 0.00
```

***

No. 2
C34H41BeClN4P2 | wB97M-V/def2-TZVPD

## Properties
* highest occupied orbital energy: -8.3 eV
* net charge: 0
* electronic energy: -2696.68691 Eh

XYZ file:
```
83
Properties=species:S:1:pos:R:3:mulliken_charge:R:1
C -1.63085 5.05497 -1.70596 -0.24
H 0.75893 2.45564 -2.81675 0.68
H -1.31748 -5.16769 3.41626 0.54
H 1.69849 1.43421 2.88202 -0.05
H -5.82482 3.19917 -0.18615 0.45
H 2.35675 2.96914 2.17695 0.52
C -4.29557 3.29751 1.44709 -0.67
P -0.86233 2.56412 -0.38739 0.27
H -1.15560 -0.17037 -4.92285 0.70
C -4.80501 3.09994 0.12920 -0.73
P 0.83902 0.08695 -2.42675 -0.14
C 0.33381 -3.25796 0.16608 -0.25
H 2.37702 -0.41476 -7.24531 0.41
N -2.57173 2.71805 0.09308 0.58
Be 2.57483 0.77922 1.07977 -0.36
C -2.19724 -2.27009 1.80682 -0.59
H -3.17489 -1.82208 2.04372 0.46
N 1.66430 -0.16205 -3.99615 0.32
H -2.50394 4.62451 -2.17514 0.32
H 4.59103 -3.30547 5.71529 0.40
N -0.78585 4.30727 -0.87325 0.46
C 3.31808 0.51719 -5.41968 -0.51
H -1.81898 2.78768 -2.64756 0.19
C 0.08921 6.38516 -1.04116 -0.59
H 0.70311 -2.23790 2.04468 0.07
H 1.07201 -0.42533 3.73573 -0.03
H -0.87480 -1.58898 -0.97032 -0.19
H -0.29134 1.63632 -3.99631 0.55
H 0.81018 -1.21070 0.59410 -0.59
H -2.15651 3.12055 2.15854 0.43
C 3.50838 -0.25768 2.34938 -1.70
H 0.63057 -5.90078 2.44712 0.42
H -0.58081 -3.37723 -0.42876 0.24
C 4.13797 -1.85943 4.21898 0.41
C -1.41233 -0.76671 -4.05538 -0.37
H -4.85390 3.57015 2.32974 0.44
C -2.92141 3.08134 1.39745 -0.70
C -2.10482 -3.74480 2.01583 -0.97
H 2.26208 -3.47195 6.54912 0.39
H 4.23851 0.96826 -5.79108 0.41
H 1.05242 4.70496 0.14409 0.36
C 1.85061 -1.09876 4.11815 0.05
C -1.11700 6.34669 -1.81635 -0.69
H -2.99915 -4.00541 2.59695 0.48
H -1.54798 7.15896 -2.38433 0.44
C 2.49442 -2.79164 5.73266 -0.62
N -0.55917 -0.87283 -2.94110 0.32
C -0.01943 1.68226 -2.92262 -1.31
C 3.80796 -2.71310 5.26021 -0.46
C 0.69707 -4.54344 0.84768 -0.57
C -2.56517 -1.50817 -3.81172 -1.35
C 0.23681 -4.97017 2.02570 -0.61
C -1.21922 -1.50865 1.29033 -0.17
H 0.81435 2.31302 1.60743 -0.58
H 0.49866 -1.27500 -5.47559 0.61
C -1.24740 -1.59817 -1.97148 0.24
C -1.27607 2.01362 -2.08613 -0.94
H 1.41193 -5.13123 0.27673 0.38
H -2.25416 -4.31052 1.08448 0.29
C 1.81774 2.02174 1.93774 0.40
C 1.53508 -1.96158 5.16840 -0.48
H -0.49853 -3.56985 3.49044 0.05
C 0.20809 -2.00989 1.08182 0.54
H 3.30210 1.02411 -3.22320 0.30
H 0.75459 7.22506 -0.92410 0.42
H -1.38866 -0.43262 1.01918 0.48
C 2.34733 -0.23160 -6.17446 -0.70
C 0.27534 5.12371 -0.48125 -0.40
C -3.73189 2.75752 -0.68175 -0.34
H -3.72374 2.51468 -1.72756 0.50
H -1.94134 1.14678 -2.00426 0.63
C 2.88161 0.54792 -4.10273 -0.44
H 3.98819 0.68765 2.69669 0.45
C -0.88926 -4.34611 2.81549 -0.50
C 1.36658 -0.65994 -5.27378 -0.32
C -2.44831 -2.04405 -2.48737 -0.48
H -3.14405 -2.68125 -1.96321 0.53
C 3.14916 -1.07277 3.54425 0.89
Cl 5.78208 -1.70078 3.78833 -0.22
H 4.22607 -0.80763 1.72381 0.64
H -3.40030 -1.63323 -4.49783 0.43
H 0.52790 -1.97541 5.58059 0.41
H 1.12069 -3.06028 -0.59127 0.38
```

***

No. 3
C34H41BrF5GeInN5O4S | wB97M-V/def2-TZVPD

## Properties
* energy above the lowest of the compared OMol25 structures with the same formula, charge and spin: 6.5 kcal/mol
* spin multiplicity: 2
* highest occupied orbital energy (alpha / beta): -7.6 / -7.6 eV
* net charge: 0
* electronic energy: -7633.57744 Eh

XYZ file:
```
93
Properties=species:S:1:pos:R:3:mulliken_spin:R:1
C 1.11307 6.30000 0.24204 0.00
H -5.48825 0.91769 -1.96342 0.00
H 1.22445 -3.44319 2.50541 0.00
C 3.32871 -0.30466 -0.72688 0.00
H -5.28769 -2.04091 -0.82302 0.00
C -0.35973 -1.97749 2.26399 0.00
C 6.72917 0.22754 2.57500 0.00
C 4.41331 -0.15694 3.08393 0.00
C -0.64503 1.81551 0.67666 0.08
C 1.40358 2.68229 1.54250 -0.01
F -2.18293 0.35325 -3.92403 0.01
H 8.03339 -1.46274 2.82585 0.00
H 0.55129 -4.28814 -1.83100 0.00
H -3.93120 0.63815 1.45051 0.00
C 1.34416 0.84561 -0.01805 0.02
S -1.82085 2.93156 -2.08500 0.97
C 4.08527 0.56514 0.06118 0.00
C 5.42499 0.68674 2.62980 0.00
C -4.30987 0.99297 0.48951 0.01
H -4.58280 -0.44900 -2.64442 0.00
H 1.25179 -0.55462 2.06327 0.00
N -1.90373 5.48600 -2.61557 0.00
C -4.28792 -0.14133 -0.52956 -0.01
H -5.33253 -1.47198 0.85357 0.00
C 6.00043 -1.93070 3.30509 0.00
O 1.19024 -1.09303 -1.37299 0.00
H -6.35974 -0.70843 -0.36633 0.00
H 5.16427 0.48018 0.05029 0.00
H 1.96798 3.35448 2.17584 0.00
C 7.01990 -1.09267 2.89342 0.00
C -1.26049 -2.48750 3.39181 0.00
C -1.10496 -0.40934 -3.56356 0.01
H -2.71485 -5.15796 -0.32868 0.00
C 4.69753 -1.46652 3.42401 0.00
O -2.99367 -0.78560 -0.50022 0.01
F -1.22723 -1.58154 -4.25732 0.00
F 1.11441 -0.60867 -4.38066 0.00
C 0.52419 -3.10665 1.73768 0.00
H -0.18385 8.11035 -1.41986 0.00
N -0.37201 4.80161 -0.93025 -0.01
C 2.10754 1.72734 0.76770 -0.01
H 0.77015 5.97452 1.22503 0.00
H 1.38693 7.35194 0.29294 0.00
H -0.08642 -3.95736 1.43161 0.00
C -0.27032 -4.10293 -2.52475 0.00
Br 6.38479 -3.73511 3.72490 0.00
C -0.51091 7.08702 -1.53501 0.00
C -1.57872 -3.97287 -1.75771 0.00
N -0.01411 0.92769 -0.05731 -0.02
C -2.78345 -3.85798 -2.68775 0.00
C 3.50579 1.54649 0.83540 0.00
H 1.99696 5.71210 -0.00771 0.00
H -0.32878 -4.92806 -3.23594 0.00
C 0.15035 0.28295 -4.16494 0.00
H -1.72474 1.81168 0.63144 -0.07
H -3.70273 -3.80297 -2.09769 0.00
C 0.51394 -0.85715 2.80649 0.00
H 3.91157 -2.12374 3.77064 0.00
C -1.75848 -5.19064 -0.85330 0.00
C 1.94211 -0.23801 -0.74460 0.00
C -1.30468 4.59202 -1.84166 -0.01
H -0.95587 -5.23851 -0.11673 0.00
H -5.32813 1.35939 0.63051 0.00
H 1.04563 -1.20056 3.69646 0.00
C -5.38129 -1.15670 -0.18951 0.00
H -0.65945 -2.77933 4.25440 0.00
H -3.69645 1.82894 0.14759 -0.01
H 7.51660 0.89911 2.25633 0.00
H 1.08594 -2.76143 0.86653 0.00
O -1.15164 -1.45493 1.18387 0.00
F 0.62509 1.20398 -3.31112 0.00
H -1.72861 -6.10154 -1.45317 0.00
H -1.84339 -3.35425 3.07700 0.00
H -0.09600 0.00577 3.07785 0.00
N 5.17806 2.08351 2.37354 0.00
H 3.40310 0.22022 3.18261 0.00
H -0.52053 3.43835 2.08070 0.00
Ge -2.63043 -2.37658 0.54879 0.00
H -2.84688 -4.72942 -3.34143 0.00
H -0.04602 -3.18992 -3.07400 0.00
H -1.95532 -1.70251 3.70036 0.00
H 3.80970 -1.06971 -1.32159 0.00
N 4.23454 2.45790 1.66286 0.00
O -1.47994 -2.78822 -0.93921 0.00
H -1.97583 7.48859 -3.06622 0.00
C -1.49553 6.74120 -2.44468 0.01
H -2.71777 -2.96605 -3.30603 0.00
H -3.75400 1.05833 -2.25290 0.01
In -0.90107 -0.69211 -1.33026 0.04
C 0.04255 2.72177 1.49901 -0.01
F -0.11789 0.89774 -5.31891 0.00
C 0.04115 6.06214 -0.77656 0.00
C -4.53996 0.37845 -1.93447 -0.01
```

***

No. 4
C34H41Cl40NO3Si | wB97M-V/def2-TZVPD

## Properties
* SMILES string: [H]/N=C(\C)C[Si@@](CCCCCCCCOC(C)=O)(CCCOC)Cc1ccccc1.ClC(Cl)(Cl)Cl.ClC(Cl)(Cl)Cl.ClC(Cl)(Cl)Cl.ClC(Cl)(Cl)Cl.ClC(Cl)(Cl)Cl.ClC(Cl)(Cl)Cl.ClC(Cl)(Cl)Cl.ClC(Cl)(Cl)Cl.ClC(Cl)(Cl)Cl.ClC(Cl)(Cl)Cl
* highest occupied orbital energy: -8.8 eV
* net charge: 0
* electronic energy: -20297.53910 Eh

XYZ file:
```
120
Properties=species:S:1:pos:R:3:mulliken_charge:R:1
C 0.89686 4.23117 -0.68256 -0.15
H -1.81204 -0.84730 2.32998 0.15
O -2.01852 1.22351 2.64793 -0.42
Cl -6.13757 -9.16184 -3.82958 -0.10
Cl 6.34403 0.83980 1.26441 0.00
Cl 4.59754 -5.51749 2.27882 0.00
C 3.16120 -0.91604 -0.07527 -0.67
Cl -4.66352 -7.31852 -2.15341 -0.03
H 0.07865 0.29163 -3.16777 0.21
H 4.13662 -1.37060 0.23937 -0.29
H 0.04124 1.01398 -0.94376 -0.90
H 2.28001 -1.52850 0.23766 0.28
Cl 1.29769 6.92934 2.74328 0.09
H -0.11870 4.12140 -1.16473 0.49
Cl 2.16118 -2.19851 4.87710 -0.03
N 3.16166 0.42754 1.99112 -0.19
C -1.06183 0.59980 -5.02919 -0.24
H 2.41594 3.59209 2.41804 0.27
H 0.19831 2.49758 -2.67082 -0.58
C -8.03945 -4.50418 3.53998 0.29
C -0.29826 0.26285 1.08415 -0.05
Cl 5.52737 3.58535 1.71175 -0.02
H -3.17483 1.17280 -1.08789 -0.34
H -1.03340 2.12374 4.23067 -0.08
Cl -4.35561 1.55224 -7.50799 -0.11
H 1.44451 2.15365 2.89311 0.39
C 0.32782 4.02434 2.88721 0.58
H -1.86445 1.40318 -3.11383 -0.22
C -0.23009 1.46901 0.05729 1.49
H -1.33762 -0.44323 -5.35571 0.29
Cl -4.22138 -0.30065 -9.72898 -0.11
Cl -6.54979 -3.91131 2.78737 0.02
C -1.56106 5.80842 4.31323 -0.45
C 0.80821 2.97289 -3.47378 0.49
Cl 5.14238 -10.57633 3.57918 -0.10
C -4.09004 0.88566 -1.67043 -0.26
Cl -3.35692 -3.02489 0.96088 -0.02
C 0.30780 0.49453 -4.24636 -0.81
C -1.03741 4.17866 2.42223 0.53
H 0.83518 -0.42394 -4.63425 0.42
H -1.40202 3.61350 1.53874 0.10
Cl -0.56987 -6.89011 -2.38540 -0.02
H -4.45195 1.79751 -2.21666 0.33
C 1.24797 1.76842 -4.44642 -0.98
H -4.91160 0.51905 -1.00318 0.33
H -2.49926 0.13409 0.96845 0.11
C 3.03250 0.46976 0.70595 0.38
Cl -7.18440 -6.51152 -3.31754 -0.10
Cl 1.78447 -8.56018 -2.60961 -0.11
C -1.36766 1.09185 3.92152 -0.06
C -5.70945 -7.46014 -3.57482 0.31
C -0.19243 5.68490 4.80106 -0.47
Cl 6.25142 -3.71170 3.82292 -0.11
Cl -7.64981 -5.30089 5.07494 -0.10
C 6.91020 2.51130 1.43060 0.22
C 2.80225 1.77888 -0.11608 0.38
O -3.62987 -1.37068 -2.36807 -0.48
H -2.29198 6.45580 4.85968 0.35
Cl -4.02381 -4.20222 -1.59305 0.02
H 2.78598 1.47867 -1.19082 -0.09
Cl 1.21662 -2.84811 7.53550 -0.11
Cl 1.00190 -0.13492 6.54771 -0.09
Cl -4.85319 -6.84608 -5.00079 -0.10
H 2.28207 1.40273 -4.21123 0.42
O -3.30660 0.07370 -4.01802 -0.19
H 1.76175 4.67621 4.47182 0.32
H 3.65388 2.46821 0.14626 -0.17
H 0.20730 6.20694 5.70193 0.40
C -2.27033 1.08462 -4.11242 0.15
Cl -1.79805 0.49811 -8.36096 -0.11
Si 1.19582 2.71003 0.42586 -1.78
H 0.51551 0.25918 1.85179 0.13
Cl -8.82563 -5.66510 2.45484 -0.11
Cl 3.87173 -10.94209 1.00479 -0.10
H 3.15057 -0.66344 -1.16572 0.36
Cl 3.79459 -8.35648 2.30176 -0.04
C 2.14792 3.64806 -2.98746 -1.01
C -1.98247 5.06706 3.12910 -0.86
C 1.75764 8.23412 1.62730 0.25
H 2.96768 2.88094 -2.89485 0.38
C 4.77369 -9.80910 2.02536 0.34
C -3.55445 -4.54821 0.07570 0.15
H -3.02831 5.15665 2.74361 0.37
H -0.17667 -0.70068 0.50384 0.25
Cl 7.74572 3.00262 -0.05403 -0.11
C 1.14660 -7.03369 -1.97327 0.26
H 1.19695 2.06638 -5.52399 0.44
H 3.02118 4.45057 -1.15305 0.03
Cl 2.33241 9.63553 2.55222 -0.12
C -3.52130 0.12887 -8.15824 0.36
C 1.41393 3.09527 2.27233 0.10
C 5.15762 -3.84403 2.43679 0.20
Cl 3.05156 7.66538 0.55140 -0.11
Cl 2.04102 -5.67781 -2.68320 -0.09
H -0.44820 0.44646 3.88140 -0.05
Cl 6.28343 -9.35580 1.21591 -0.10
Cl 0.34944 8.70437 0.65707 -0.12
Cl 8.02752 2.62191 2.80147 -0.11
H -0.97040 1.20123 -5.96462 0.15
Cl 6.01479 -3.36524 0.96013 -0.12
C 2.04571 4.57742 -1.71259 -0.70
H 1.98425 5.67119 -1.96212 0.55
H 3.30329 -0.54092 2.31611 0.03
Cl 3.75804 -2.77802 2.68391 -0.17
H 2.48484 4.31692 -3.83517 0.44
Cl -9.13484 -3.14284 3.84241 -0.10
Cl -4.81290 -5.52341 0.85742 -0.08
C 0.71897 4.80005 4.08235 -1.01
H -2.73050 1.96007 -4.65291 0.17
Cl -3.70797 -1.22812 -7.03722 -0.07
H 0.25419 3.69389 -4.12309 0.40
Cl -0.67908 -2.21712 5.44105 -0.07
H -1.21960 1.97713 -0.10729 0.41
Cl -2.02222 -5.44133 0.08781 -0.02
C -1.71732 0.12939 1.77853 -0.45
H 0.79777 5.13419 -0.00617 0.23
Cl 1.33355 -7.00505 -0.20923 -0.05
H -2.09656 0.75047 4.71260 0.35
C 0.92463 -1.84905 6.10130 0.26
C -3.65301 -0.21066 -2.69786 0.55
```